The following is a DFT calculation (ωB97M-V with the def2-TZVPD basis set) of a cluster of 13 separate species, C30H92N6O13 in total in a non-equilibrium geometry.

For the energy above the lowest of the compared OMol25 structures with the same formula, charge and spin, the calculation gives 341.54 kJ/mol. As for the HOMO energy: -9.24 eV. As for the molar mass: 745.09 g mol⁻¹. As for the frontier orbital gap: 9.18 eV. As for the net charge: 0.

The geometry in XYZ format:
```
141
Properties=species:S:1:pos:R:3:forces:R:3:mulliken_charge:R:1
O -10.29251 8.84110 -6.41008 0.78 0.62 -1.00 -0.758
H -9.83313 8.00269 -6.45775 0.11 -0.20 0.06 0.319
H -10.98183 8.70050 -5.76100 -0.58 -0.49 0.66 0.316
O -19.39385 8.48748 -8.37049 0.30 -0.88 -0.36 -0.660
H -18.85458 9.17502 -7.97970 -0.03 0.84 -0.02 0.430
H -19.53968 8.77926 -9.27041 0.00 0.10 -0.27 0.176
O -21.57303 4.50580 -7.79047 -0.30 -0.77 -0.06 -0.721
H -20.66616 4.63792 -7.51411 0.35 -0.28 -0.09 0.289
H -21.96249 5.37972 -7.76148 -0.12 0.65 -0.03 0.462
O -20.02977 5.99819 -4.65338 0.03 0.01 0.06 -0.482
H -20.49711 5.40494 -4.06527 -0.18 -0.31 0.08 0.209
H -20.19217 6.87015 -4.29345 -0.03 0.37 0.10 0.191
C -22.81439 9.30481 -7.68750 -1.25 0.21 0.53 -1.770
C -22.53504 8.24220 -6.61592 0.55 -0.04 -1.57 0.803
C -23.78299 7.46660 -6.19052 -0.76 0.62 0.67 -0.797
O -24.72157 8.31822 -5.47365 -0.04 -0.54 -0.09 -0.359
C -25.86978 7.60299 -4.94036 1.49 0.14 -0.53 -0.709
N -21.61449 7.26934 -7.27535 -0.16 0.01 1.03 -0.468
H -23.61873 9.91529 -7.27708 -0.18 0.22 -0.25 0.463
H -23.17895 8.84341 -8.60528 -0.04 -0.16 0.01 0.406
H -22.02173 9.99765 -7.96991 0.43 -0.36 0.38 0.310
H -22.16754 8.76806 -5.73472 0.45 -0.15 0.22 0.217
H -23.48749 6.65483 -5.52583 0.18 -0.23 0.07 0.380
H -24.27127 7.02140 -7.05739 -0.07 0.00 -0.21 0.367
H -26.61008 8.33298 -4.61300 0.03 -0.07 -0.37 0.244
H -25.59120 6.99840 -4.07726 0.22 -0.01 0.22 0.269
H -26.21431 6.89637 -5.69539 -0.51 0.19 -0.10 0.309
H -20.97851 6.83097 -6.62461 -0.40 -0.44 0.76 0.123
H -20.90729 7.71689 -7.84075 -0.52 0.66 -0.34 0.365
C -13.05938 10.16913 -4.87354 -0.69 0.77 1.80 -1.470
C -13.03452 8.88628 -3.98513 0.59 1.33 -2.81 0.100
C -14.44052 8.52267 -3.57598 0.69 -0.70 0.83 0.336
O -15.02494 9.56447 -2.81745 -1.12 -0.27 0.16 -0.455
C -16.26363 9.14834 -2.20900 0.52 -0.36 -0.66 -0.790
N -12.36449 7.88455 -4.87479 -0.60 -0.50 1.37 -0.555
H -13.62632 9.97039 -5.78303 0.46 0.05 -0.25 0.081
H -12.13834 10.74373 -4.97160 0.52 -0.95 -0.69 0.412
H -13.60196 10.94720 -4.33659 -0.72 -0.11 0.12 0.434
H -12.43657 9.05267 -3.08911 0.14 -0.12 -0.10 0.573
H -14.27559 7.65502 -2.93718 -0.44 -0.45 0.28 0.422
H -15.02934 8.17250 -4.42380 -0.35 0.34 -0.29 -0.317
H -16.12248 8.38376 -1.44508 0.40 0.30 0.55 0.357
H -16.89417 8.60237 -2.91076 -0.17 0.25 -0.60 0.221
H -16.81716 10.01527 -1.84825 0.32 -0.06 0.11 0.273
H -12.89171 7.65253 -5.70444 -0.61 0.81 -0.35 -0.020
H -12.42352 6.98060 -4.42816 0.65 -0.29 0.64 0.186
C -16.33356 4.98191 -5.35989 0.93 0.56 0.66 -1.322
C -16.69618 6.08198 -6.34382 -0.24 0.50 0.31 1.867
C -15.76480 6.36136 -7.56301 -0.99 -0.07 1.47 -0.947
O -14.54811 6.95677 -7.11557 -0.59 0.14 0.53 1.379
C -13.89204 7.64321 -8.14635 0.88 -0.47 -0.91 -0.387
N -18.04913 5.86266 -6.77165 -1.07 -0.99 -1.49 0.113
H -16.11826 3.99500 -5.76947 0.06 0.21 -0.42 0.295
H -17.08264 4.81567 -4.58571 -0.43 0.33 -0.26 0.312
H -15.48096 5.33395 -4.77918 0.40 -0.21 -0.11 -0.320
H -16.82136 7.04658 -5.85192 1.28 0.29 0.74 -0.591
H -16.38127 7.06815 -8.11845 0.36 0.24 -0.57 0.477
H -15.62416 5.45529 -8.15238 0.31 -0.04 -0.13 -0.379
H -12.91491 8.05441 -7.89290 -0.02 -0.06 0.97 0.151
H -14.43236 8.48713 -8.57523 -0.51 -0.24 -0.11 0.170
H -13.61417 6.88220 -8.87557 -0.33 0.32 -0.77 -0.745
H -18.36436 6.54477 -7.44653 -0.04 0.14 -0.27 0.005
H -18.71402 5.88500 -6.01172 0.25 0.15 0.31 0.116
C -16.33857 10.04191 -7.18736 -0.23 -0.58 0.53 -0.532
C -17.68872 10.31217 -6.46111 0.74 0.69 -0.18 -0.132
C -17.47970 11.12501 -5.17299 -0.82 -0.89 0.56 -0.331
O -18.74376 11.34068 -4.54821 -0.80 -0.05 0.53 -0.258
C -18.65331 12.25027 -3.42821 0.45 -0.22 -1.24 -0.826
N -18.60002 11.00417 -7.38772 0.81 -0.38 0.36 -0.557
H -15.70999 10.90989 -7.38637 -0.30 0.40 0.26 0.716
H -16.44851 9.55097 -8.15430 -0.49 0.00 -0.05 0.411
H -15.72985 9.35449 -6.59997 0.04 -0.01 0.19 -0.386
H -18.17597 9.38120 -6.17132 0.17 -0.29 0.11 0.127
H -17.02472 12.09499 -5.37357 0.48 0.00 -0.04 0.508
H -16.96951 10.50147 -4.43882 1.05 0.29 -0.23 -0.210
H -18.46423 13.20262 -3.92358 -0.08 0.52 0.70 0.373
H -17.82647 12.00878 -2.76029 0.27 -0.13 -0.11 0.260
H -19.54903 12.25763 -2.80716 -0.21 -0.12 -0.57 0.218
H -19.34699 11.36512 -6.81163 -0.31 0.36 -0.13 0.299
H -18.02399 11.76184 -7.72570 -0.44 0.52 -0.37 0.322
C -11.03996 5.90543 -9.24880 -0.88 1.26 0.08 -1.261
C -11.76602 4.99076 -8.25613 0.55 0.02 -1.03 2.201
C -12.76264 4.11292 -8.95570 -1.70 -1.33 1.07 -0.280
O -13.27763 3.17192 -7.94887 -0.68 0.76 -0.12 -0.331
C -14.54783 2.54501 -8.22949 1.29 0.21 -0.45 -0.746
N -10.71346 4.21742 -7.70135 0.85 -1.58 0.66 -0.780
H -10.17358 5.47333 -9.74959 -0.21 -0.49 0.16 0.493
H -10.65964 6.78798 -8.73446 -0.01 0.06 0.08 0.141
H -11.72393 6.25960 -10.02007 -0.03 0.12 -0.19 0.144
H -12.30493 5.46209 -7.43422 0.00 0.58 -0.20 -1.185
H -12.41247 3.42117 -9.72185 0.52 0.65 -0.60 0.584
H -13.55555 4.77228 -9.30876 -0.40 -0.27 -0.37 -0.355
H -14.75869 1.88852 -7.38530 -0.16 0.25 -0.01 0.182
H -14.45653 1.92733 -9.12292 0.03 -0.23 -0.16 0.345
H -15.34829 3.25395 -8.44106 -0.06 0.17 0.38 0.298
H -11.14271 3.43747 -7.22436 -0.13 -0.12 0.78 0.351
H -10.39297 3.72575 -8.52332 1.01 -0.17 -0.17 0.358
C -13.19978 10.87499 -10.08464 -1.10 -0.83 -0.68 -1.669
C -13.17892 9.74750 -11.17191 0.54 1.46 0.38 1.968
C -13.84320 10.09855 -12.51973 -0.65 -1.18 -0.34 -1.019
O -15.17419 9.60341 -12.52638 -1.00 0.98 -0.07 -0.284
C -15.93973 9.93928 -13.68965 -1.03 -1.00 0.49 -0.920
N -11.76942 9.53519 -11.42875 0.37 -0.38 -0.26 -0.831
H -12.60429 11.72890 -10.40764 -0.22 0.01 -0.11 0.453
H -12.81689 10.54428 -9.11918 0.24 -0.29 -0.09 0.404
H -14.24536 11.12457 -9.90415 -0.03 0.49 -0.02 0.297
H -13.59390 8.82285 -10.77077 -0.72 0.09 -0.05 -0.751
H -13.43978 9.50357 -13.33908 1.27 0.16 0.04 0.386
H -13.81797 11.14093 -12.83739 0.21 0.27 0.45 0.508
H -15.51617 10.54271 -14.49250 0.54 0.36 0.55 0.377
H -16.89874 10.33031 -13.34980 0.16 0.71 0.04 0.302
H -16.28611 9.03457 -14.18927 0.47 -0.52 -0.06 0.260
H -11.70990 8.65574 -11.92181 0.47 -0.20 -0.28 0.315
H -11.35592 9.37356 -10.52156 0.50 -0.03 0.08 0.303
C -18.26936 2.08818 -5.08661 -0.48 0.01 0.32 -0.787
C -19.42702 2.58563 -5.93404 0.24 0.02 0.46 -0.100
O -18.97038 3.23136 -7.11704 -0.67 -1.19 0.43 -0.616
H -17.85797 2.93974 -4.54466 0.65 -0.21 -0.41 0.107
H -17.59181 1.53512 -5.73711 0.38 0.19 0.32 0.145
H -18.62788 1.44490 -4.28301 -0.12 -0.35 -0.12 0.455
H -19.96203 3.30241 -5.31105 -0.50 0.10 -0.06 -0.072
H -20.09800 1.74758 -6.12261 -0.05 0.23 -0.63 0.470
H -18.64801 4.08323 -6.81376 0.61 0.76 -0.50 0.203
C -15.00553 6.42221 -12.28477 -0.59 -0.59 1.05 0.434
C -15.12408 5.36686 -13.35248 -1.24 0.13 0.43 -0.499
O -13.95575 5.28138 -14.04267 2.50 -0.52 -1.33 -0.537
H -14.51132 6.02914 -11.39632 0.24 -0.30 0.05 -0.509
H -16.03169 6.58807 -11.95675 0.01 0.75 0.11 0.296
H -14.45604 7.33501 -12.51489 -0.53 -0.10 -0.58 -0.100
H -15.92775 5.58450 -14.05592 -0.33 0.36 -0.01 0.258
H -15.37808 4.38671 -12.94890 -0.19 0.01 0.51 0.361
H -13.74016 4.35696 -14.18608 0.13 0.13 -0.18 0.321
C -12.90186 3.76523 -4.82752 0.23 0.97 1.18 -0.476
C -13.03119 4.32512 -3.37093 -0.53 -1.44 -0.16 -0.620
O -12.38137 5.53929 -3.03950 -0.03 0.31 -0.89 -0.551
H -13.50688 4.27326 -5.57850 0.19 0.39 0.18 -0.158
H -13.33243 2.76492 -4.78194 0.35 -0.19 -0.01 0.356
H -11.85388 3.76689 -5.12722 -0.09 -0.25 -0.13 0.357
H -12.66139 3.57310 -2.67393 0.22 -0.33 -0.15 0.518
H -14.10418 4.33301 -3.17930 -0.28 0.57 0.19 0.309
H -12.39733 5.67325 -2.08902 -0.06 -0.17 0.01 0.269
```
Positions in Å, forces in eV/Å.